ORCA calculation (ωB97M-V/def2-TZVPD) on a 7-piece molecular cluster, C50H57ClN7O6 overall.

Geometry as ORCA input:
```
! RIJCOSX wB97M-V def2-TZVPD def2/J DEFGRID3
* xyz 2 2
C -18.55038 -17.63312 -8.51110
N -17.26538 -17.57665 -9.21642
C -17.16062 -17.77944 -10.57259
C -15.94575 -17.60451 -11.21290
C -14.79421 -17.21892 -10.48170
C -14.96887 -16.90542 -9.14168
C -16.19478 -17.16508 -8.48800
C -13.40884 -17.15557 -11.11145
C -12.95900 -18.14754 -12.03739
C -11.66319 -18.05554 -12.62514
N -10.87384 -16.98690 -12.34766
C -11.23443 -15.95201 -11.54423
C -12.52614 -16.05485 -10.91947
C -9.46519 -17.07431 -12.82943
H -18.97232 -16.65100 -8.72443
H -18.38570 -17.67863 -7.43458
H -19.23638 -18.40331 -8.86367
H -18.10972 -17.92234 -11.06774
H -15.89195 -17.89679 -12.25122
H -14.15710 -16.56649 -8.51513
H -16.36344 -16.82470 -7.47702
H -13.56766 -18.99098 -12.32813
H -11.31949 -18.89089 -13.21713
H -10.55096 -15.13243 -11.37829
H -12.82147 -15.28200 -10.22528
H -9.12600 -18.11007 -12.81436
H -8.77439 -16.44232 -12.27132
H -9.54157 -16.76975 -13.87323
C -12.75874 -11.20968 -8.75357
N -13.57057 -11.91677 -9.76458
C -14.58678 -12.72110 -9.39473
C -15.25036 -13.44240 -10.36016
C -14.95461 -13.31557 -11.76217
C -13.99697 -12.37223 -12.08272
C -13.29159 -11.73311 -11.10037
C -15.65944 -14.16242 -12.74258
C -14.90240 -14.91252 -13.71034
C -15.58557 -15.75751 -14.55715
N -16.93167 -15.95706 -14.42126
C -17.61019 -15.28281 -13.55052
C -17.02869 -14.34489 -12.68272
C -17.50664 -16.96555 -15.26910
H -12.57714 -10.23386 -9.20402
H -11.85235 -11.79539 -8.60031
H -13.27951 -11.14920 -7.79794
H -14.68954 -12.84630 -8.32695
H -15.97435 -14.15323 -9.99005
H -13.69306 -12.18815 -13.10261
H -12.37285 -11.20388 -11.30587
H -13.83565 -14.84111 -13.86312
H -15.14570 -16.43120 -15.27761
H -18.66847 -15.49762 -13.53340
H -17.53854 -13.85448 -11.86666
H -18.58458 -16.83009 -15.35742
H -17.33933 -17.97613 -14.89650
H -17.10808 -16.86953 -16.27907
Cl -20.96712 -17.86021 -12.00186
O -21.01890 -18.82413 -10.90263
O -22.31246 -17.67362 -12.32957
O -20.49139 -16.60382 -11.50709
O -20.15564 -18.30121 -13.08168
C -23.34167 -21.23883 -13.89251
C -23.57576 -22.22197 -12.77359
C -22.35849 -22.48874 -11.84642
C -22.73960 -23.38386 -10.73219
N -23.09611 -24.05242 -9.85392
H -23.21898 -20.19415 -13.60668
H -24.11829 -21.24265 -14.65732
H -22.47211 -21.55801 -14.46703
H -23.87680 -23.17301 -13.21291
H -24.43627 -21.82696 -12.23360
H -21.97236 -21.53565 -11.48502
H -21.49486 -22.92710 -12.34649
C -19.59544 -22.98334 -14.48803
C -19.33476 -21.46340 -14.38774
C -19.46538 -20.57226 -15.62152
C -18.58161 -21.04642 -16.76405
N -17.86687 -21.45011 -17.60219
H -18.94116 -23.47950 -15.20486
H -20.61517 -23.31423 -14.68493
H -19.23481 -23.27273 -13.50096
H -18.37199 -21.15832 -13.97772
H -20.03288 -21.07725 -13.64503
H -19.07287 -19.59436 -15.34265
H -20.48813 -20.52540 -15.99554
C -22.10725 -12.62546 -9.88355
C -22.00552 -13.48622 -8.61523
C -20.86458 -14.56183 -8.65415
C -19.49556 -14.11263 -9.02248
N -18.41786 -13.77965 -9.35256
H -22.48736 -13.27501 -10.67204
H -21.16119 -12.15881 -10.15800
H -22.98738 -11.98550 -9.82095
H -23.00086 -13.92238 -8.53062
H -21.84838 -12.76359 -7.81446
H -21.10920 -15.29643 -9.42137
H -20.83878 -15.16353 -7.74563
C -24.13838 -16.23034 -7.84278
C -23.31642 -17.17198 -8.31971
C -22.29903 -17.74688 -7.54921
C -22.17496 -17.33590 -6.24610
C -23.10343 -16.42783 -5.70685
C -24.15168 -15.93323 -6.47945
C -23.03319 -15.98147 -4.26629
O -23.89025 -15.27285 -3.74615
C -21.88938 -16.54242 -3.43575
C -21.81434 -16.12741 -2.11756
C -20.72774 -16.62326 -1.34891
C -19.81985 -17.57288 -1.88172
C -19.99397 -17.98036 -3.20637
C -20.95213 -17.46393 -3.99468
C -20.93575 -17.81854 -5.46779
O -20.06467 -18.48041 -6.00273
H -24.85022 -15.82221 -8.54500
H -23.54419 -17.39693 -9.35118
H -21.69287 -18.42816 -8.12786
H -24.83478 -15.22280 -6.03778
H -22.52945 -15.42850 -1.70945
H -20.67804 -16.34895 -0.30550
H -19.04217 -17.97866 -1.25166
H -19.36773 -18.72476 -3.67551
*
```

Computed properties:
**Maximum force**: 4.43 eV/A
**LUMO level (alpha / beta)**: -0.277 / -0.276 Ha
**DFT total energy**: -87987.5976 eV
**Orbital gap (alpha / beta)**: 3.45 / 5.06 eV
**Expectation value of S²**: 0.77
**E_HOMO (alpha / beta)**: -10.9877 / -12.5713 eV